No. 1
{
  "formula": "C5H11N4O",
  "method": "ωB97M-V/def2-TZVPD",
  "species": ["C", "N", "C", "O", "N", "N", "C", "N", "C", "C", "H", "H", "H", "H", "H", "H", "H", "H", "H", "H", "H"],
  "positions_angstrom": [[-3.332, 1.288, -0.473], [-2.463, 0.240, -0.251], [-2.880, -0.849, 0.512], [-2.133, -1.734, 0.748], [-1.213, 0.515, -0.514], [-0.175, -0.213, -0.308], [1.049, -0.341, -0.724], [2.140, -0.176, 0.008], [2.076, -0.080, 1.476], [3.387, -0.556, -0.649], [-3.408, 2.090, 0.357], [-2.864, 1.831, -1.338], [-4.407, 1.101, -0.904], [-3.944, -0.687, 0.794], [1.236, -0.498, -1.840], [2.016, 1.035, 1.873], [1.047, -0.478, 1.708], [2.861, -0.547, 1.864], [4.261, -0.087, -0.078], [3.466, -1.702, -0.659], [3.281, -0.152, -1.602]],
  "smiles": "CN(C=O)/N=N/C=[N+](C)C",
  "charge": 1,
  "e_tot_ha": -490.9913
}

---

No. 2
{
  "formula": "C5H11N3O",
  "method": "ωB97M-V/def2-TZVPD",
  "species": ["C", "N", "N", "C", "C", "O", "C", "C", "N", "H", "H", "H", "H", "H", "H", "H", "H", "H", "H", "H"],
  "positions_angstrom": [[-1.938, 1.087, -0.471], [-0.527, 0.707, -0.636], [0.136, 1.886, -0.335], [1.257, 1.497, 0.185], [1.263, 0.110, 0.594], [1.790, -0.008, 1.985], [-0.123, -0.301, 0.362], [-0.027, -1.728, -0.134], [0.189, -1.838, -1.553], [-2.639, 0.198, -0.655], [-2.042, 1.496, 0.612], [-2.188, 2.014, -1.153], [1.899, 2.201, 0.726], [2.092, -0.480, 0.034], [1.130, 0.471, 2.426], [-0.707, -0.326, 1.223], [0.710, -2.413, 0.341], [-1.055, -2.276, 0.285], [-0.445, -1.097, -2.168], [1.225, -1.198, -1.668]],
  "smiles": "CN1N=C[C@@H](O)[C@@H]1CN",
  "charge": 0,
  "e_tot_ha": -436.4732
}

---

No. 3
{
  "formula": "C4H9N4O4S",
  "method": "ωB97M-V/def2-TZVPD",
  "species": ["C", "C", "C", "C", "N", "N", "N", "N", "O", "O", "O", "O", "S", "H", "H", "H", "H", "H", "H", "H", "H", "H"],
  "positions_angstrom": [[0.888, 1.139, 1.619], [-0.926, 1.496, -1.715], [-0.864, -1.512, -3.537], [0.451, -0.236, 1.787], [-0.576, 0.171, -2.042], [-1.233, -0.390, -3.053], [0.552, -2.183, 0.372], [0.555, -1.241, 1.067], [-0.147, 0.744, 4.188], [1.800, -0.744, 3.952], [-0.448, -1.650, 3.909], [0.651, -0.267, -1.531], [0.394, -0.495, 3.649], [1.215, 1.500, 2.567], [1.471, 1.269, 0.790], [0.110, 1.814, 1.501], [-0.040, 2.155, -1.697], [-1.232, 1.634, -0.751], [-1.697, 1.869, -2.510], [0.099, -1.929, -3.191], [-1.604, -2.021, -4.274], [0.580, -1.122, -1.101]],
  "charge": -1,
  "e_tot_ha": -1075.8537
}

---

No. 4
{
  "formula": "C4H12N2O",
  "method": "ωB97M-V/def2-TZVPD",
  "species": ["C", "C", "C", "C", "N", "N", "O", "H", "H", "H", "H", "H", "H", "H", "H", "H", "H", "H", "H"],
  "positions_angstrom": [[0.150, -1.088, 1.264], [0.323, 0.797, -0.377], [0.337, -2.229, 0.321], [0.160, 1.042, -1.882], [-1.063, -0.641, 1.583], [0.091, 1.934, 0.500], [-1.844, -0.394, 0.528], [-0.853, 0.141, -0.158], [-1.065, 0.127, 2.258], [0.921, -0.897, 2.002], [1.351, 0.471, -0.207], [0.783, 2.667, 0.381], [-0.825, 2.336, 0.335], [0.404, -3.171, 0.876], [1.262, -2.106, -0.243], [-0.496, -2.294, -0.375], [0.874, 1.791, -2.246], [0.337, 0.120, -2.441], [-0.847, 1.393, -2.117]],
  "charge": 0,
  "e_tot_ha": -344.2012
}

---

What are the energy above the lowest of the compared OMol25 structures with the same formula, charge and spin values for these records? In order: 5.325; 4.732; 1.511; 5.003 eV.